{
  "formula": "C64H160AsF6N8O8",
  "method": "wB97M-V/def2-TZVPD",
  "symbols": ["C", "C", "N", "C", "C", "C", "C", "C", "O", "C", "H", "H", "H", "H", "H", "H", "H", "H", "H", "H", "H", "H", "H", "H", "H", "H", "H", "H", "H", "H", "C", "C", "N", "C", "C", "C", "C", "C", "O", "C", "H", "H", "H", "H", "H", "H", "H", "H", "H", "H", "H", "H", "H", "H", "H", "H", "H", "H", "H", "H", "C", "C", "N", "C", "C", "C", "C", "C", "O", "C", "H", "H", "H", "H", "H", "H", "H", "H", "H", "H", "H", "H", "H", "H", "H", "H", "H", "H", "H", "H", "C", "C", "N", "C", "C", "C", "C", "C", "O", "C", "H", "H", "H", "H", "H", "H", "H", "H", "H", "H", "H", "H", "H", "H", "H", "H", "H", "H", "H", "H", "C", "C", "N", "C", "C", "C", "C", "C", "O", "C", "H", "H", "H", "H", "H", "H", "H", "H", "H", "H", "H", "H", "H", "H", "H", "H", "H", "H", "H", "H", "C", "C", "N", "C", "C", "C", "C", "C", "O", "C", "H", "H", "H", "H", "H", "H", "H", "H", "H", "H", "H", "H", "H", "H", "H", "H", "H", "H", "H", "H", "C", "C", "N", "C", "C", "C", "C", "C", "O", "C", "H", "H", "H", "H", "H", "H", "H", "H", "H", "H", "H", "H", "H", "H", "H", "H", "H", "H", "H", "H", "C", "C", "N", "C", "C", "C", "C", "C", "O", "C", "H", "H", "H", "H", "H", "H", "H", "H", "H", "H", "H", "H", "H", "H", "H", "H", "H", "H", "H", "H", "As", "F", "F", "F", "F", "F", "F"],
  "coordinates": [[13.2579, 18.3036, 16.0785], [14.0344, 19.5436, 15.6662], [13.1261, 20.7200, 15.3097], [11.9333, 20.2778, 14.5022], [12.5778, 21.3409, 16.5941], [13.5871, 22.0944, 17.4700], [13.9290, 21.7328, 14.5304], [14.2654, 21.3475, 13.0919], [15.3878, 20.4965, 13.0612], [15.7061, 19.9920, 11.7837], [12.6694, 17.9409, 15.2343], [12.6540, 18.4029, 16.9816], [13.9189, 17.4586, 16.2840], [14.5546, 19.1803, 14.7806], [14.7129, 19.9629, 16.4018], [11.2479, 19.7949, 15.1999], [12.1919, 19.5436, 13.7450], [11.3501, 21.1063, 14.1080], [12.2956, 20.4451, 17.1434], [11.7427, 21.9771, 16.3149], [14.5474, 21.6057, 17.6077], [13.1146, 22.4239, 18.3949], [13.8048, 23.0772, 17.0384], [14.7769, 21.9771, 15.1658], [13.3099, 22.6262, 14.4295], [14.5659, 22.2942, 12.6319], [13.4192, 20.9624, 12.5171], [15.7342, 20.7492, 10.9961], [14.8645, 19.3458, 11.4771], [16.5566, 19.3212, 11.8289], [7.5039, 9.9964, 12.4515], [7.7346, 9.8571, 10.9497], [6.6290, 10.4003, 10.0574], [5.3724, 9.6004, 10.3201], [6.3052, 11.8485, 10.4163], [7.3501, 12.9084, 10.1250], [7.1680, 10.3864, 8.6386], [6.1281, 10.6020, 7.5416], [5.1473, 9.6095, 7.5158], [4.2160, 9.8156, 6.4706], [7.6071, 11.0406, 12.7632], [8.2445, 9.4369, 13.0205], [6.5124, 9.6816, 12.7733], [7.7574, 8.7717, 10.8595], [8.6543, 10.3759, 10.6931], [5.5455, 8.5516, 10.0799], [4.5533, 10.0098, 9.7397], [5.0913, 9.5425, 11.3713], [5.9658, 11.7842, 11.4482], [5.4077, 12.0738, 9.8387], [8.3679, 12.5805, 10.3534], [7.2148, 13.8076, 10.7342], [7.4213, 13.4395, 9.1731], [7.6374, 9.4071, 8.5331], [7.9781, 11.1059, 8.5567], [6.7138, 10.5406, 6.6164], [5.6645, 11.5932, 7.6120], [3.5455, 8.9715, 6.3118], [4.6681, 10.0683, 5.5107], [3.4884, 10.5801, 6.7739], [9.6306, 14.2848, 15.1608], [10.8212, 14.0322, 16.1067], [10.4816, 13.9106, 17.5840], [11.7822, 13.8430, 18.3673], [9.8746, 15.2579, 18.0047], [9.1073, 15.2520, 19.3175], [9.6359, 12.7438, 18.0758], [9.8879, 11.4680, 17.3074], [11.2553, 11.1029, 17.3258], [11.5822, 10.1543, 16.3063], [8.7100, 13.8244, 15.5189], [9.9202, 13.8335, 14.2117], [9.4505, 15.3412, 14.9666], [11.6163, 14.7521, 15.9322], [11.2239, 13.0606, 15.8196], [12.1258, 12.8134, 18.4011], [11.7126, 14.2397, 19.3761], [12.4741, 14.4454, 17.7827], [9.2260, 15.5976, 17.1965], [10.6752, 15.9985, 18.0042], [8.2830, 14.5420, 19.3527], [8.6554, 16.2427, 19.3675], [9.7006, 15.0495, 20.2076], [8.5653, 12.9315, 17.9644], [9.7130, 12.6800, 19.1597], [9.5292, 11.6341, 16.2837], [9.3298, 10.6197, 17.7140], [12.6614, 10.0441, 16.2811], [11.1263, 10.2943, 15.3210], [11.1306, 9.2328, 16.6932], [17.5515, 16.8433, 8.5449], [16.5685, 16.7898, 9.7177], [15.4089, 15.8126, 9.5919], [14.7416, 16.1383, 8.2766], [15.9193, 14.3662, 9.5281], [14.8188, 13.3520, 9.3527], [14.2916, 16.0266, 10.6302], [14.7113, 15.8169, 12.0675], [15.6316, 16.8906, 12.3644], [16.4995, 16.6298, 13.4581], [17.2166, 17.5346, 7.7712], [17.7391, 15.9174, 7.9924], [18.5688, 17.1283, 8.8111], [16.1522, 17.7895, 9.8597], [17.0414, 16.7253, 10.6934], [13.8942, 15.4668, 8.1610], [15.4918, 15.9449, 7.5134], [14.3790, 17.1591, 8.1820], [16.3872, 14.2829, 10.5072], [16.6365, 14.3034, 8.7163], [15.3075, 12.3791, 9.4754], [14.4848, 13.2686, 8.3163], [13.9471, 13.3071, 10.0017], [13.5071, 15.3245, 10.3638], [14.0080, 17.0687, 10.4992], [15.2903, 14.8989, 12.1867], [13.8538, 15.9282, 12.7320], [16.0546, 16.8006, 14.4414], [17.3384, 17.3276, 13.4294], [16.9608, 15.6411, 13.3980], [8.5950, 21.0041, 11.1904], [8.4640, 22.4144, 11.7805], [7.0905, 23.0437, 11.8726], [6.1371, 22.0749, 12.4927], [7.2702, 24.3852, 12.6038], [7.6672, 24.2290, 14.0620], [6.4859, 23.2646, 10.4593], [7.1958, 24.2551, 9.5218], [8.5504, 23.9400, 9.4163], [9.3836, 24.9655, 8.9271], [8.4567, 20.2120, 11.9293], [9.5842, 20.8355, 10.7647], [7.9053, 20.7491, 10.3841], [9.1391, 23.1296, 11.3196], [8.8816, 22.3379, 12.7842], [5.8291, 21.2702, 11.8347], [5.2096, 22.6158, 12.7026], [6.5104, 21.8288, 13.4845], [6.2683, 24.8140, 12.5806], [7.9694, 24.9843, 12.0279], [8.5966, 23.6746, 14.2102], [6.9168, 23.6801, 14.6295], [7.8737, 25.1925, 14.5248], [5.4638, 23.5985, 10.6213], [6.5084, 22.3033, 9.9478], [7.0956, 25.2262, 10.0242], [6.5925, 24.3209, 8.6133], [10.3704, 24.6402, 8.6065], [9.6460, 25.7064, 9.6995], [8.8761, 25.5794, 8.1805], [10.0847, 14.8355, 3.0613], [10.7968, 15.8899, 3.8824], [10.0943, 16.2725, 5.1698], [9.8389, 15.0712, 6.0434], [11.1510, 17.1426, 5.8820], [11.5045, 18.5146, 5.2778], [8.8052, 17.0104, 4.9524], [7.8531, 17.1764, 6.1343], [8.4990, 17.9786, 7.1031], [7.7227, 18.5286, 8.1535], [9.0038, 14.7227, 3.0858], [10.4433, 13.8496, 3.3811], [10.5422, 14.8525, 2.0703], [11.0667, 16.8160, 3.3831], [11.7270, 15.3819, 4.1401], [9.7611, 15.4683, 7.0529], [10.7861, 14.5254, 6.0441], [9.1162, 14.4532, 5.5217], [11.9402, 16.4551, 6.1850], [10.6912, 17.3298, 6.8558], [12.1900, 19.0475, 5.9301], [10.5793, 19.0714, 5.1360], [11.9372, 18.4574, 4.2791], [8.2743, 16.2880, 4.3246], [8.9192, 17.9358, 4.3970], [7.5439, 16.2602, 6.6430], [7.0564, 17.7626, 5.6641], [8.3565, 19.2567, 8.6478], [7.3887, 17.7565, 8.8522], [6.8111, 19.0421, 7.8309], [15.1038, 8.8405, 9.7066], [13.6183, 8.5135, 9.3722], [12.8503, 7.7161, 10.3907], [11.4450, 7.5619, 9.8808], [13.4781, 6.3514, 10.6223], [13.2938, 5.3816, 9.4525], [12.7933, 8.3406, 11.7627], [12.7529, 9.8835, 11.8711], [11.6892, 10.4955, 11.1497], [11.6305, 11.9036, 11.4668], [15.4095, 9.8263, 9.3537], [15.7787, 8.1005, 9.2811], [15.3657, 8.9363, 10.7638], [13.4486, 8.1935, 8.3496], [13.1886, 9.5162, 9.4042], [10.8785, 8.4850, 9.8642], [10.9631, 6.9190, 10.6180], [11.4392, 7.1126, 8.8929], [13.1913, 5.9071, 11.5756], [14.5386, 6.5536, 10.7884], [14.0154, 4.6077, 9.1968], [13.3967, 6.0031, 8.5540], [12.3003, 4.9377, 9.4612], [13.6340, 8.0041, 12.3668], [11.8900, 8.0259, 12.2848], [13.7381, 10.3086, 11.6705], [12.5458, 9.9701, 12.9435], [10.6631, 12.2115, 11.8694], [11.8460, 12.4735, 10.5650], [12.3108, 12.1054, 12.2972], [3.5825, 18.3342, 14.3345], [4.1851, 17.9923, 12.9821], [4.0399, 16.5400, 12.5589], [4.8824, 16.4254, 11.2998], [4.5799, 15.6376, 13.6419], [6.1110, 15.6798, 13.8432], [2.5777, 16.2429, 12.2566], [2.1978, 14.8941, 11.6226], [2.9929, 14.4970, 10.5441], [2.5827, 15.0762, 9.3031], [2.5351, 18.0625, 14.4957], [3.5703, 19.4051, 14.5509], [3.9958, 17.9470, 15.2716], [5.2086, 18.3340, 12.8597], [3.5765, 18.4934, 12.2269], [5.8541, 16.8699, 11.5098], [4.3567, 16.9557, 10.5138], [5.0526, 15.3716, 11.1186], [4.2620, 14.6557, 13.2826], [3.9654, 15.7748, 14.5291], [6.5998, 15.0466, 13.1039], [6.3045, 15.0537, 14.7186], [6.4810, 16.6895, 13.9774], [2.3085, 16.9892, 11.5059], [1.9771, 16.3460, 13.1579], [1.1186, 14.8148, 11.4663], [2.3783, 14.1677, 12.4268], [1.6344, 14.6405, 8.9926], [3.4238, 14.9151, 8.6276], [2.5013, 16.1692, 9.3274], [9.8774, 16.2878, 11.0363], [10.9944, 16.3662, 9.7159], [9.4333, 17.9868, 10.6369], [8.6961, 16.4332, 12.3469], [10.2452, 14.6302, 11.5223], [11.1451, 16.7985, 12.1589], [8.6424, 15.6765, 9.9968]],
  "lowdin_charge": [-0.07, -0.12, -0.26, 0.00, -0.14, -0.04, -0.07, -0.19, -0.18, -0.09, 0.07, 0.08, 0.09, 0.12, 0.13, 0.10, 0.10, 0.11, 0.11, 0.14, 0.09, 0.11, 0.09, 0.15, 0.15, 0.15, 0.12, 0.11, 0.07, 0.09, -0.06, -0.16, -0.24, 0.04, -0.15, -0.06, -0.07, -0.22, -0.19, -0.07, 0.07, 0.09, 0.08, 0.14, 0.11, 0.13, 0.11, 0.11, 0.12, 0.13, 0.07, 0.06, 0.08, 0.14, 0.12, 0.14, 0.13, 0.11, 0.10, 0.10, -0.06, -0.15, -0.22, 0.04, -0.16, -0.05, -0.08, -0.20, -0.20, -0.07, 0.08, 0.07, 0.07, 0.13, 0.11, 0.11, 0.12, 0.10, 0.11, 0.13, 0.08, 0.10, 0.10, 0.14, 0.15, 0.11, 0.15, 0.10, 0.07, 0.11, -0.04, -0.15, -0.24, 0.01, -0.12, -0.06, -0.08, -0.15, -0.25, -0.07, 0.09, 0.08, 0.10, 0.12, 0.12, 0.09, 0.11, 0.12, 0.13, 0.13, 0.08, 0.09, 0.06, 0.11, 0.14, 0.12, 0.13, 0.08, 0.10, 0.10, -0.06, -0.17, -0.24, 0.00, -0.12, -0.05, -0.06, -0.20, -0.21, -0.07, 0.07, 0.09, 0.06, 0.12, 0.10, 0.10, 0.12, 0.11, 0.15, 0.13, 0.07, 0.08, 0.11, 0.15, 0.12, 0.13, 0.15, 0.10, 0.10, 0.11, -0.05, -0.16, -0.26, 0.03, -0.16, -0.02, -0.07, -0.17, -0.20, -0.09, 0.08, 0.09, 0.11, 0.13, 0.13, 0.10, 0.11, 0.11, 0.12, 0.10, 0.09, 0.08, 0.08, 0.13, 0.15, 0.13, 0.15, 0.07, 0.07, 0.10, -0.04, -0.14, -0.26, 0.02, -0.15, -0.03, -0.08, -0.20, -0.20, -0.08, 0.07, 0.09, 0.08, 0.14, 0.11, 0.09, 0.12, 0.11, 0.14, 0.13, 0.11, 0.08, 0.09, 0.15, 0.14, 0.12, 0.12, 0.06, 0.08, 0.09, -0.06, -0.16, -0.26, 0.03, -0.14, -0.05, -0.07, -0.20, -0.22, -0.07, 0.09, 0.09, 0.09, 0.12, 0.13, 0.09, 0.11, 0.10, 0.12, 0.13, 0.06, 0.08, 0.08, 0.13, 0.15, 0.16, 0.13, 0.11, 0.09, 0.09, 0.80, -0.25, -0.28, -0.28, -0.27, -0.28, -0.25],
  "lumo_energy_ev": -11.730,
  "charge": 7,
  "energy_ev": -174331.0869,
  "homo_lumo_gap_ha": 0.3362
}